Formula: C22H24N2S4W
Source: the Open Molecules 2025 dataset
Level of theory: ωB97M-V with the def2-TZVPD basis set

Properties
E_tot, eV: -71334.7208
Lowest unoccupied orbital energy, eV: -9.047
Charge: +2
HOMO-LUMO gap, eV: 5.1587
Relative energy (zero: lowest compared OMol25 entry of this formula, charge and spin), kcal per mole: 23.9

Last column: Mulliken charge in e.
Positions of all 53 atoms, in Å:
W: -0.313 2.890 1.336  0.8864
C: -3.031 3.554 3.863  -1.4759
C: -2.627 3.714 2.491  0.8270
S: -0.071 1.815 3.234  -0.2155
C: -2.371 3.952 1.309  0.0444
C: -2.543 4.564 -0.021  -1.2570
S: 0.558 4.930 1.641  -0.0281
H: -2.366 4.105 4.528  0.3567
H: -3.066 2.507 4.168  0.3742
H: -4.036 3.978 3.950  0.3660
H: -3.317 5.328 0.055  0.3493
H: -2.859 3.824 -0.761  0.3967
H: -1.621 5.051 -0.367  0.4016
S: 1.550 2.140 0.040  -0.0944
C: 0.979 0.537 0.440  -0.5212
N: 1.819 -0.371 0.959  0.6714
C: 1.236 -1.569 1.533  -0.9548
C: 0.193 -2.105 0.562  -0.4578
N: -0.803 -1.077 0.331  0.3252
C: -2.200 -1.426 0.278  -2.0836
C: -2.742 -1.795 -1.083  1.2705
C: -4.099 -2.137 -1.146  -0.6280
C: -4.660 -2.551 -2.333  -0.6293
C: -3.877 -2.621 -3.480  -0.4717
C: -2.532 -2.257 -3.425  -0.8036
C: -1.965 -1.844 -2.232  -0.0355
C: -0.394 0.195 0.222  1.1911
S: -1.526 1.427 -0.220  -0.2983
C: 3.225 -0.111 1.142  -1.9735
C: 4.097 -0.566 -0.011  1.4333
C: 3.871 -1.764 -0.688  -0.0468
C: 4.715 -2.159 -1.709  -0.8326
C: 5.800 -1.362 -2.070  -0.4727
C: 6.042 -0.179 -1.384  -0.7074
C: 5.203 0.214 -0.361  -0.5435
H: 0.773 -1.326 2.499  0.3129
H: 2.016 -2.311 1.701  0.5500
H: -0.288 -2.997 0.961  0.5244
H: 0.678 -2.365 -0.387  0.2756
H: -2.783 -0.589 0.682  0.6096
H: -2.358 -2.280 0.942  0.5299
H: -4.693 -2.071 -0.248  0.4272
H: -5.704 -2.815 -2.368  0.4146
H: -4.307 -2.944 -4.416  0.4117
H: -1.929 -2.309 -4.318  0.4134
H: -0.923 -1.560 -2.208  0.2768
H: 3.548 -0.626 2.053  0.4598
H: 3.370 0.964 1.290  0.5847
H: 3.043 -2.399 -0.416  0.2060
H: 4.538 -3.091 -2.225  0.4179
H: 6.462 -1.675 -2.862  0.4173
H: 6.890 0.435 -1.644  0.4102
H: 5.398 1.129 0.174  0.3954